*one*
C4H4N2O2 in the gas phase. Source: the OMol25 dataset; level of theory: ωB97M-V with the def2-TZVPD basis set.

Element x y z (Å)
C  0.55  1.32  -0.17
C  -0.41  0.36  -0.14
C  -1.84  0.39  0.22
N  -2.32  -0.78  -0.01
O  -1.26  -1.63  -0.13
C  -0.06  -0.94  -0.24
N  0.93  -1.70  0.08
O  1.92  -0.58  0.08
H  1.59  0.86  -0.09
H  0.48  2.43  -0.02
H  -2.51  1.24  0.22
H  2.94  -0.95  0.19

E_HOMO: -9.06 eV
structure (SMILES): C=C1C=NO/C1=N/O
LUMO: -0.441 eV
2S+1: 1

Atom charges from the Löwdin analysis, given in e for atoms 1 to 4: 0.151 -0.240 -0.047 0.086

*two*
A molecular structure, C4H4N2O2. Source: the OMol25 dataset; level of theory: ωB97M-V with the def2-TZVPD basis set.

Element x y z (Å)
C  -0.10  1.12  0.10
C  0.59  -0.94  0.04
C  -0.46  -2.15  0.03
C  -0.53  -0.19  -0.11
H  -1.57  2.21  -0.20
H  1.96  1.73  -0.09
H  -0.50  -2.66  1.01
H  -0.42  -2.86  -0.81
N  1.27  1.01  0.00
N  1.74  -0.29  0.01
O  -0.68  2.32  0.03
O  -1.51  -1.13  -0.08

E_HOMO: -8.26 eV
LUMO: 0.567 eV
2S+1: 1

Atom charges from the Löwdin analysis, given in e for atoms 1 to 4: -0.256 -0.201 -0.009 -0.249

Of them, *two* has the highest stability.

*one*
C2H2O3S in the gas phase. Source: the OMol25 dataset; level of theory: ωB97M-V with the def2-TZVPD basis set.

Element x y z (Å)
O  -2.08  0.33  0.06
C  -1.03  -0.28  0.04
O  -0.94  -1.57  -0.06
C  0.29  0.29  0.15
O  0.39  1.62  -0.10
S  1.81  -0.57  0.03
H  0.13  -1.63  -0.15
H  1.44  1.80  0.02

E_HOMO: -10.38 eV
structure (SMILES): O=C(O)C(O)=S
LUMO: -2.017 eV
2S+1: 1

Atom charges from the Löwdin analysis, given in e for atoms 1 to 4: 0.157 -0.608 0.085 -0.592

*two*
C2H2O3S in the gas phase. Source: the OMol25 dataset; level of theory: ωB97M-V with the def2-TZVPD basis set.

Element x y z (Å)
O  0.27  1.82  0.71
C  0.32  0.98  -0.34
O  0.64  1.42  -1.65
C  0.18  -0.55  -0.09
O  0.93  -1.31  -0.80
S  -1.13  -1.12  1.04
H  0.82  2.35  -1.26
H  -0.42  -2.44  1.14

E_HOMO: -10.55 eV
structure (SMILES): O=C(O)C(=O)S
LUMO: -1.073 eV
2S+1: 1

Atom charges from the Löwdin analysis, given in e for atoms 1 to 4: -0.010 -0.337 0.070 -0.644

Of them, *one* has the highest stability.

*one*
C2H2O3S in the gas phase. Source: the OMol25 dataset; level of theory: ωB97M-V with the def2-TZVPD basis set.

Element x y z (Å)
O  1.52  0.38  -0.25
C  0.55  -0.28  0.06
O  0.71  -1.49  -0.04
C  -0.85  0.44  -0.03
O  -0.32  1.67  0.03
S  -2.30  -0.26  -0.12
H  -0.12  -1.94  0.30
H  0.80  1.49  0.05

E_HOMO: -9.70 eV
structure (SMILES): O=C(O)C(O)=S
LUMO: -0.742 eV
2S+1: 1

Atom charges from the Löwdin analysis, given in e for atoms 1 to 4: 0.145 -0.582 0.215 -0.799

*two*
C2H2O3S in the gas phase. Source: the OMol25 dataset; level of theory: ωB97M-V with the def2-TZVPD basis set.

Element x y z (Å)
O  -0.07  1.54  -0.73
C  -0.68  0.57  -0.51
O  -1.96  0.34  -0.80
C  -0.07  -0.57  0.24
O  -0.65  -1.57  0.45
S  1.66  -0.14  0.64
H  -2.41  1.13  -1.16
H  1.84  -1.32  1.24

E_HOMO: -10.30 eV
structure (SMILES): O=C(O)C(=O)S
LUMO: -0.163 eV
2S+1: 1

Atom charges from the Löwdin analysis, given in e for atoms 1 to 4: 0.130 -0.595 0.142 -0.679

Of them, *two* has the highest stability.

*one*
A molecular structure, CHCl2O2P. Source: the OMol25 dataset; level of theory: ωB97M-V with the def2-TZVPD basis set.

Element x y z (Å)
C  0.50  -0.85  0.52
O  0.16  1.16  -0.73
O  -1.24  1.50  -0.78
P  0.86  0.84  0.68
Cl  0.74  -2.12  1.75
Cl  0.45  -1.12  -1.14
H  -1.47  0.59  -0.29

E_HOMO: -9.14 eV
LUMO: -1.264 eV
2S+1: 1

Atom charges from the Löwdin analysis, given in e for atoms 1 to 4: -1.375 -0.722 -0.081 0.873

*two*
2 unconnected molecules or ions with the total composition CHCl2O2P. Source: the OMol25 dataset; level of theory: ωB97M-V with the def2-TZVPD basis set.

Element x y z (Å)
C  0.18  0.91  -0.54
O  1.30  -2.76  -3.04
O  0.32  -1.92  -3.77
P  -0.04  -3.48  -3.40
Cl  -1.37  0.88  0.14
Cl  0.19  1.14  -2.24
H  0.85  1.61  0.02

E_HOMO (alpha / beta): -8.13 / -8.72 eV
LUMO (alpha / beta): -0.597 / -0.645 eV
2S+1: 1

Atom charges from the Löwdin analysis, given in e for atoms 1 to 4: -1.088 -0.419 -0.407 0.809

*three*
2 unconnected molecules or ions with the total composition CHCl2O2P. Source: the OMol25 dataset; level of theory: ωB97M-V with the def2-TZVPD basis set.

Element x y z (Å)
C  1.08  -0.45  0.24
O  -2.34  1.13  -1.34
O  2.39  -0.79  0.11
P  -1.60  1.18  -0.07
Cl  -2.57  0.10  1.39
Cl  0.24  -0.99  -1.09
H  2.81  -0.20  0.76

E_HOMO: -10.00 eV
LUMO: -0.630 eV
2S+1: 1

Atom charges from the Löwdin analysis, given in e for atoms 1 to 4: -0.609 -0.550 -0.101 0.407

Of them, *three* has the highest stability.

*one*
H3N3O2S in the gas phase. Source: the OMol25 dataset; level of theory: ωB97M-V with the def2-TZVPD basis set.

Element x y z (Å)
N  -0.07  -0.12  0.41
N  -2.16  -0.47  -0.26
N  -0.92  -0.77  -0.50
O  2.35  -0.53  1.11
O  1.84  1.28  -0.44
S  1.61  -0.28  -0.06
H  -2.98  -0.76  -0.87
H  -2.32  -0.02  0.55
H  2.66  1.68  0.06

E_HOMO (alpha / beta): -9.08 / -9.08 eV
LUMO (alpha / beta): 0.051 / 0.052 eV
2S+1: 1

Atom charges from the Löwdin analysis, given in e for atoms 1 to 4: -0.209 0.036 -0.101 -0.458

*two*
2 unconnected molecules or ions with the total composition H3N3O2S. Source: the OMol25 dataset; level of theory: ωB97M-V with the def2-TZVPD basis set.

Element x y z (Å)
H  0.18  0.26  1.33
N  0.40  1.15  0.83
N  1.26  1.13  0.02
N  1.95  -0.29  -0.15
O  1.46  -1.14  0.53
O  2.84  -0.33  -0.93
S  -3.04  0.25  -0.55
H  -2.07  -0.22  -1.33
H  -2.98  -0.81  0.25

E_HOMO: -10.08 eV
structure (SMILES): [H]/N=N\[N+](=O)[O-].S
LUMO: -0.792 eV
2S+1: 1

Atom charges from the Löwdin analysis, given in e for atoms 1 to 4: 0.094 0.099 0.063 -0.418

Of them, *one* has the highest stability.

*one*
A molecular structure, C7H7N. Source: the OMol25 dataset; level of theory: ωB97M-V with the def2-TZVPD basis set.

Element x y z (Å)
C  -3.36  -0.12  0.12
C  -2.19  -0.09  -0.06
C  -0.82  0.13  -0.24
C  -0.13  1.23  0.07
C  1.20  0.66  0.43
C  1.50  -0.23  -0.83
C  0.26  -0.94  -0.20
H  -4.37  -0.31  0.29
H  -0.47  2.27  0.09
H  1.97  1.40  0.82
H  1.52  0.37  -1.78
H  2.49  -0.64  -0.67
H  -0.04  -1.97  -0.37
H  1.62  -1.20  1.16
N  0.82  -0.57  1.15

E_HOMO: -8.55 eV
LUMO: 0.827 eV
2S+1: 1

Atom charges from the Löwdin analysis, given in e for atoms 1 to 4: 0.136 -0.098 -0.235 0.010

*two*
C7H7N in the gas phase. Source: the OMol25 dataset; level of theory: ωB97M-V with the def2-TZVPD basis set.

Element x y z (Å)
C  0.12  -0.65  -1.88
C  -0.04  0.64  -1.58
N  -0.01  0.66  -0.12
C  -0.02  1.67  0.72
C  0.11  1.06  1.94
C  0.04  -0.37  1.76
C  0.00  -0.56  0.40
C  -0.14  -1.61  -0.73
H  0.45  -1.14  -2.89
H  0.28  1.41  -2.21
H  0.15  2.74  0.31
H  0.07  1.55  2.87
H  -0.14  -1.03  2.60
H  -1.28  -1.82  -0.60
H  0.41  -2.55  -0.59

E_HOMO: -8.08 eV
structure (SMILES): C1=Cn2cccc2C1
LUMO: 0.944 eV
2S+1: 1

Atom charges from the Löwdin analysis, given in e for atoms 1 to 4: -0.093 -0.002 -0.119 -0.120

*three*
C7H7N in the gas phase. Source: the OMol25 dataset; level of theory: ωB97M-V with the def2-TZVPD basis set.

Element x y z (Å)
C  1.39  1.15  -0.14
C  2.14  0.04  -0.07
C  1.52  -1.20  -0.05
C  -1.19  -1.16  -0.15
C  -2.04  -0.11  -0.19
C  -1.38  1.10  -0.10
C  0.04  0.74  0.31
H  1.65  2.26  -0.17
H  3.17  -0.01  -0.65
H  1.64  -2.19  -0.28
H  -1.74  -2.20  0.44
H  -3.16  -0.41  -0.41
H  -2.11  2.04  -0.21
H  -0.12  0.76  1.41
N  0.17  -0.81  0.23

E_HOMO: -6.52 eV
LUMO: -0.197 eV
2S+1: 1

Atom charges from the Löwdin analysis, given in e for atoms 1 to 4: -0.072 -0.176 -0.041 -0.151

Of them, *two* has the highest stability.

*one*
A molecular structure, C5H6FNO. Source: the OMol25 dataset; level of theory: ωB97M-V with the def2-TZVPD basis set.

Element x y z (Å)
C  -0.10  0.89  2.41
C  -0.54  0.55  0.90
C  0.12  -0.23  -1.00
C  0.91  -0.63  -2.15
C  -1.08  -0.54  -0.67
H  0.94  0.80  2.69
H  -0.42  0.23  3.15
H  -0.62  2.01  2.70
H  1.24  0.23  -2.79
H  0.48  -1.37  -2.82
H  2.00  -1.05  -1.72
N  0.55  0.48  0.21
O  -1.57  -0.09  0.47
F  -1.90  -1.29  -1.38

E_HOMO: -9.18 eV
LUMO: 0.826 eV
2S+1: 1

Atom charges from the Löwdin analysis, given in e for atoms 1 to 4: -0.004 -0.405 -0.247 -0.036

*two*
C5H6FNO in the gas phase. Source: the OMol25 dataset; level of theory: ωB97M-V with the def2-TZVPD basis set.

Element x y z (Å)
C  -1.61  1.79  0.11
C  -0.65  0.65  -0.13
O  0.73  0.93  -0.10
C  1.45  -0.20  0.07
F  2.70  0.11  0.07
C  0.52  -1.36  -0.10
C  -0.78  -0.62  -0.15
N  -1.95  -1.46  0.17
H  -1.29  2.67  -0.48
H  -1.86  2.09  1.28
H  -2.66  1.46  -0.59
H  0.51  -2.56  0.27
H  -1.92  -2.47  -0.14
H  -2.86  -0.92  -0.20

E_HOMO: -8.28 eV
structure (SMILES): Cc1oc(F)cc1N
LUMO: 0.838 eV
2S+1: 1

Atom charges from the Löwdin analysis, given in e for atoms 1 to 4: -0.038 -0.344 0.072 -0.316

Of them, *one* has the highest stability.

*one*
C5H6FNO in the gas phase. Source: the OMol25 dataset; level of theory: ωB97M-V with the def2-TZVPD basis set.

Element x y z (Å)
N  2.90  -0.02  1.69
C  1.99  0.38  1.11
C  0.75  0.69  0.42
O  -0.36  0.50  1.30
C  -1.42  0.29  0.34
C  -0.89  -0.90  -0.48
C  0.52  -0.39  -0.76
F  0.38  0.36  -1.96
H  0.82  1.77  -0.03
H  -1.43  1.11  -0.38
H  -2.41  0.04  0.83
H  -0.83  -1.70  0.29
H  -1.43  -1.13  -1.45
H  1.41  -0.99  -0.91

E_HOMO: -11.05 eV
structure (SMILES): N#C[C@@H]1OCC[C@H]1F
LUMO: 0.869 eV
2S+1: 1

Atom charges from the Löwdin analysis, given in e for atoms 1 to 4: 0.173 -0.159 -0.266 -0.086

*two*
2 unconnected molecules or ions with the total composition C5H6FNO. Source: the OMol25 dataset; level of theory: ωB97M-V with the def2-TZVPD basis set.

Element x y z (Å)
C  -2.40  -0.13  1.15
C  -1.37  0.67  1.04
N  -0.75  0.88  -0.14
C  0.08  1.14  -0.94
O  0.84  1.49  -1.77
H  -2.91  -0.12  2.09
H  -2.72  -0.64  0.31
H  -1.03  1.43  1.78
C  2.16  -0.32  -0.33
C  1.27  -1.15  -0.90
F  0.19  -1.62  -0.27
H  2.97  -0.06  -0.96
H  2.11  0.11  0.66
H  1.57  -1.68  -1.73

E_HOMO: -9.32 eV
structure (SMILES): C=CN=C=O.C=CF
LUMO: 0.954 eV
2S+1: 1

Atom charges from the Löwdin analysis, given in e for atoms 1 to 4: 0.035 -0.227 0.133 -0.355

Of them, *one* has the highest stability.